Record 1
Below is 2 unconnected molecules or ions with the total composition C6H12NO, with properties calculated with ωB97M-V/def2-TZVPD.

Computed properties:
DFT total energy   -9949.3045 eV
Energy above the lowest of the compared OMol25 structures with the same formula, charge and spin   58.7 kcal per mole
HOMO (spin up / spin down)   -3.7 / -9.5 eV
Frontier orbital gap (spin up / spin down)   4.29 / 9.97 eV
LUMO energy (spin up / spin down)   0.0214 / 0.0189 Ha

```
! RIJCOSX wB97M-V def2-TZVPD def2/J DEFGRID3
* xyz 0 2
O -0.699 0.598 3.416
N -0.614 -1.647 1.928
C 0.668 1.167 -1.514
C -0.240 2.103 -1.250
C 0.358 -0.125 -2.110
C -0.372 -0.334 1.244
C 1.277 -1.052 -2.366
C -0.526 0.788 2.243
H -1.267 1.988 -1.584
H 0.958 -2.003 -2.774
H -0.661 -0.301 -2.433
H 0.178 -2.319 1.752
H -1.517 -2.105 1.616
H 0.636 -0.330 0.827
H 0.036 3.079 -0.871
H -1.077 -0.234 0.427
H -0.478 1.798 1.805
H 2.318 -0.912 -2.104
H -0.677 -1.477 2.945
H 1.697 1.320 -1.197
*
```

Record 2
Below is 4 unconnected molecules or ions with the total composition C5H15NO2 at a distorted geometry, with properties calculated with ωB97M-V/def2-TZVPD.

Computed properties:
DFT total energy   -11006.4785 eV
Energy above the lowest of the compared OMol25 structures with the same formula, charge and spin   172.2 kcal per mole
HOMO   -7.1 eV
Frontier orbital gap   2.96 eV
LUMO energy   -0.1527 Ha

```
! RIJCOSX wB97M-V def2-TZVPD def2/J DEFGRID3
* xyz 0 1
O -2.141 1.190 0.207
O -2.701 -1.032 1.268
N -1.743 -1.673 -1.097
C 0.070 -0.875 0.331
C -0.514 -0.928 -1.098
C 2.992 0.108 -0.226
C 2.755 1.341 0.359
C 1.743 2.210 0.071
H 0.162 -1.483 -1.765
H -2.419 -1.350 -1.770
H -2.376 0.341 0.727
H 0.983 2.117 -0.685
H -2.530 1.896 0.728
H 2.648 -0.001 -1.223
H -0.634 0.031 -1.522
H 0.700 -1.761 0.445
H 0.643 0.024 0.417
H 3.697 -0.639 0.094
H 1.667 3.023 0.779
H -0.760 -0.950 1.040
H -3.339 -1.507 1.802
H 3.305 1.578 1.270
H -2.209 -1.661 -0.154
*
```

Record 3
Below is 14 unconnected molecules or ions with the total composition C9H46O14 at a distorted geometry, with properties calculated with ωB97M-V/def2-TZVPD.

Computed properties:
DFT total energy   -38743.9421 eV
HOMO (spin up / spin down)   0.3 / -7.4 eV
Frontier orbital gap (spin up / spin down)   1.79 / 9.71 eV
LUMO energy (spin up / spin down)   0.0776 / 0.0838 Ha

```
! RIJCOSX wB97M-V def2-TZVPD def2/J DEFGRID3
* xyz -1 2
O 1.773 2.213 -4.272
O -4.521 1.456 -3.727
O -0.218 3.885 -3.692
O 3.527 0.434 -2.572
O -2.065 -0.118 -5.970
O 1.930 3.014 4.092
O -3.561 2.724 1.834
O -0.519 -4.018 4.311
O -1.144 -2.500 -4.715
O 3.793 -2.802 -1.682
O 3.089 -0.018 0.184
O -1.082 -1.254 4.468
O -1.957 0.440 2.534
O 0.014 0.334 0.274
C 0.133 -3.595 1.957
C -0.782 -0.105 -0.805
C 1.285 2.990 2.833
C -0.026 3.736 2.865
C 2.313 3.494 1.794
C 0.336 -5.996 3.233
C 0.391 -4.442 3.261
C 0.184 -0.099 -2.002
C -2.020 0.765 -0.976
H -0.721 -2.955 -5.443
H -2.422 -0.779 -6.563
H 0.951 -0.870 -2.078
H -0.980 -3.058 -3.955
H 3.537 0.236 0.991
H -2.160 1.376 2.533
H 3.096 -2.239 -2.020
H -1.705 -0.847 5.070
H -0.692 -3.079 4.208
H 4.392 0.025 -2.607
H -0.543 4.024 -4.581
H -1.549 -0.617 -5.337
H 2.212 4.572 1.920
H 0.438 3.194 -3.781
H 3.250 0.331 -1.661
H -4.829 0.553 -3.658
H 2.073 3.128 0.796
H 0.704 0.857 -2.065
H 0.237 -6.237 4.292
H -0.532 -6.378 2.695
H -2.753 0.669 -0.175
H 1.398 -4.226 3.616
H 4.438 -2.194 -1.321
H 2.433 2.204 4.209
H 0.994 1.972 2.577
H -0.437 -0.277 -2.880
H 0.936 -3.887 1.279
H 3.276 3.051 2.047
H -0.978 -1.155 -0.590
H 0.107 -2.537 2.216
H -0.368 0.021 1.098
H -0.397 3.713 1.840
H -0.845 3.356 3.475
H -2.810 0.009 2.490
H 2.167 0.179 0.349
H -3.134 3.569 1.691
H -4.385 2.788 1.351
H 1.286 -6.375 2.857
H -3.804 1.418 -4.360
H 2.256 1.442 -3.975
H -1.147 -0.734 3.668
H -0.801 -3.851 1.457
H 1.292 1.913 -5.043
H -2.672 0.555 -1.824
H -0.026 4.812 3.042
H -1.655 1.788 -1.073
*
```

Record 4
Below is 2 unconnected molecules or ions with the total composition C3H6N3P at a distorted geometry, with properties calculated with ωB97M-V/def2-TZVPD.

Computed properties:
DFT total energy   -16961.6411 eV
Energy above the lowest of the compared OMol25 structures with the same formula, charge and spin   131.8 kcal per mole
HOMO (spin up / spin down)   -9.3 / -8.9 eV
Frontier orbital gap (spin up / spin down)   8.00 / 8.34 eV
LUMO energy (spin up / spin down)   -0.0468 / -0.0197 Ha

```
! RIJCOSX wB97M-V def2-TZVPD def2/J DEFGRID3
* xyz 0 1
P -0.158 2.894 0.449
N 1.177 -1.350 0.330
N 0.930 -2.441 -0.405
N 0.395 1.767 1.406
C -0.681 -0.904 -0.747
C -0.217 -2.231 -0.983
C 0.185 -0.471 0.177
H -1.616 -0.438 -0.827
H 2.140 -1.188 0.697
H -1.508 2.685 0.056
H -0.177 1.966 2.254
H 0.312 2.691 -0.913
H -0.782 -2.981 -1.493
*
```

The lowest DFT total energy belongs to which entry?
C9H46O14

Which value of DFT total energy does entry 2 give?
-11006.4785 eV

Please write out number 4 again, unchanged.
Below is 2 unconnected molecules or ions with the total composition C3H6N3P at a distorted geometry, with properties calculated with ωB97M-V/def2-TZVPD.

Computed properties:
DFT total energy   -16961.6411 eV
Energy above the lowest of the compared OMol25 structures with the same formula, charge and spin   131.8 kcal per mole
HOMO (spin up / spin down)   -9.3 / -8.9 eV
Frontier orbital gap (spin up / spin down)   8.00 / 8.34 eV
LUMO energy (spin up / spin down)   -0.0468 / -0.0197 Ha

```
! RIJCOSX wB97M-V def2-TZVPD def2/J DEFGRID3
* xyz 0 1
P -0.158 2.894 0.449
N 1.177 -1.350 0.330
N 0.930 -2.441 -0.405
N 0.395 1.767 1.406
C -0.681 -0.904 -0.747
C -0.217 -2.231 -0.983
C 0.185 -0.471 0.177
H -1.616 -0.438 -0.827
H 2.140 -1.188 0.697
H -1.508 2.685 0.056
H -0.177 1.966 2.254
H 0.312 2.691 -0.913
H -0.782 -2.981 -1.493
*
```

What is the DFT total energy in the first record?
-9949.3045 eV